Record 1
# C8H9NS

A structure of composition C8H9NS (the ωB97M-V functional and the def2-TZVPD basis, the Open Molecules 2025 dataset).

Properties
* 2S+1: 3
* LUMO level (alpha / beta): 0.926 / -2.537 eV
* orbital gap (alpha / beta): 0.243 / 0.247 Ha
* <S²>: 2.027

```
19
Properties=species:S:1:pos:R:3:lowdin_charge:R:1
C -2.1070 -2.3273 -0.2207 -0.20
C -1.4483 -1.1554 -0.4938 -0.13
C -1.9580 -2.7161 1.0856 -0.39
C -0.7420 -0.6537 0.5769 -0.47
C 0.3387 0.2381 0.6307 -0.33
C 1.9314 1.4828 0.9289 -0.16
C 1.2451 0.9756 -0.3274 -0.32
C 0.6469 1.9953 -1.2732 -0.07
N 1.0588 0.5432 1.7228 0.11
S -0.8814 -1.6653 1.9386 1.01
H -2.7111 -2.7528 -1.0508 0.13
H -1.5892 -0.8639 -1.5086 0.10
H -2.2225 -3.7918 1.3525 0.10
H 3.0010 1.1819 0.9877 0.11
H 1.8910 2.5327 1.2246 0.11
H 2.0764 0.4125 -0.9724 0.17
H 1.3940 2.0929 -2.1488 0.11
H 0.3291 2.9233 -0.8609 0.07
H -0.2529 1.5482 -1.5916 0.04
```

***

Record 2
# C22H63N9O7

A cluster of 7 separate species, C22H63N9O7 in total (the ωB97M-V functional and the def2-TZVPD basis, the Open Molecules 2025 dataset).

Properties
* LUMO level: 0.245 eV
* orbital gap: 0.332 Ha
* SMILES: COC[C@H](C)N.COC[C@H](C)N.COC[C@H](C)N.COC[C@H](C)N.COC[C@H](C)N.NC(N)=O.NC(N)=O

```
101
Properties=species:S:1:pos:R:3:lowdin_charge:R:1
C -18.5487 -17.1763 8.1348 -0.06
C -19.5498 -17.0707 9.2853 -0.43
C -20.6231 -18.1246 9.1107 -0.21
O -21.7650 -17.7588 9.8789 -0.19
C -22.5862 -18.8490 10.2181 -0.11
N -18.8157 -17.1628 10.5476 0.04
H -19.1022 -17.1063 7.1908 0.04
H -18.0756 -18.1591 8.1377 0.08
H -17.8398 -16.3537 8.1505 0.07
H -20.0533 -16.1021 9.2439 0.09
H -20.2588 -19.1176 9.4104 0.14
H -20.9282 -18.1837 8.0547 0.07
H -22.1893 -19.3944 11.0820 0.09
H -22.7603 -19.4968 9.3519 0.07
H -23.5655 -18.4767 10.5293 0.09
H -18.4515 -18.1030 10.6720 0.08
H -19.4331 -17.0216 11.3433 0.08
C -21.1724 -10.7971 -1.4434 -0.06
C -22.4309 -11.6330 -1.6480 -0.45
C -23.0538 -12.0498 -0.3285 -0.22
O -22.0752 -12.6379 0.5088 -0.21
C -22.4433 -12.6569 1.8743 -0.11
N -23.3668 -10.9467 -2.5332 0.04
H -21.4189 -9.9274 -0.8179 0.08
H -20.8555 -10.3859 -2.3998 0.08
H -20.3802 -11.3560 -0.9558 0.07
H -22.1044 -12.5303 -2.1864 0.14
H -23.8877 -12.7457 -0.4886 0.13
H -23.4542 -11.1537 0.1754 0.13
H -22.1974 -11.6874 2.3237 0.10
H -21.8354 -13.4218 2.3541 0.06
H -23.4955 -12.8950 2.0479 0.09
H -23.9229 -10.2459 -2.0525 0.07
H -24.0380 -11.6141 -2.8982 0.07
C -23.1388 -13.9207 8.5094 -0.04
C -21.6371 -14.0727 8.7034 -0.41
C -21.0342 -14.7541 7.4802 -0.23
O -21.3453 -14.0285 6.3153 -0.18
C -21.0617 -14.7923 5.1555 -0.09
N -21.0164 -12.7384 8.9082 0.06
H -23.3097 -13.2059 7.7066 0.08
H -23.5454 -13.4266 9.4022 0.08
H -23.6386 -14.8752 8.3856 0.08
H -21.3918 -14.6822 9.5777 0.12
H -21.3767 -15.7970 7.3965 0.12
H -19.9358 -14.8120 7.5944 0.12
H -20.2310 -15.4710 5.3464 0.08
H -20.8298 -14.0769 4.3641 0.06
H -21.9727 -15.2962 4.8076 0.09
H -21.4696 -12.0968 8.2588 0.08
H -20.0663 -12.8125 8.5535 0.05
C -18.3285 -13.2872 12.7815 -0.07
C -18.3039 -13.2982 11.2621 -0.44
C -17.8997 -11.9857 10.6114 -0.20
O -18.0992 -12.1796 9.2283 -0.24
C -18.0883 -11.0124 8.4508 -0.11
N -17.3264 -14.3320 10.8122 0.05
H -19.2521 -12.8121 13.1456 0.06
H -17.5180 -12.7346 13.2515 0.08
H -18.4494 -14.3156 13.1247 0.07
H -19.3165 -13.5461 10.9152 0.10
H -16.8340 -11.8563 10.8514 0.13
H -18.4755 -11.1399 11.0030 0.13
H -17.0859 -10.5815 8.3654 0.09
H -18.7741 -10.2533 8.8481 0.09
H -18.4464 -11.2934 7.4583 0.09
H -17.1298 -14.1677 9.8260 0.06
H -17.8521 -15.2098 10.7590 0.02
C -21.6805 -19.8231 4.1951 -0.05
C -21.6489 -18.9930 5.4798 -0.41
C -22.2079 -19.7177 6.6915 -0.23
O -23.4237 -20.3822 6.4525 -0.17
C -24.4802 -19.5174 6.1229 -0.11
N -20.2276 -18.6595 5.7869 0.03
H -21.5118 -20.8811 4.3829 0.09
H -20.9858 -19.4147 3.4624 0.07
H -22.6521 -19.7344 3.6893 0.07
H -22.1567 -18.0295 5.4012 0.12
H -22.3046 -18.9998 7.5198 0.08
H -21.5037 -20.4881 7.0193 0.14
H -24.3493 -19.0220 5.1547 0.08
H -24.6589 -18.7653 6.9023 0.09
H -25.3912 -20.1128 6.0432 0.09
H -19.7067 -18.4213 4.9472 0.08
H -19.7619 -19.5393 6.0205 0.09
C -17.8052 -13.2624 2.4996 -0.67
O -17.0264 -14.1071 2.9025 0.03
N -19.1180 -13.5802 2.1927 0.15
N -17.4809 -11.9356 2.4069 0.15
H -19.7122 -12.9516 1.6803 0.07
H -19.2539 -14.5703 2.0895 0.10
H -16.5120 -11.7204 2.5625 0.10
H -18.0229 -11.2112 1.9738 0.09
C -22.5868 -11.6150 12.1653 -0.68
O -23.3007 -11.4019 13.1266 0.02
N -21.8036 -12.7405 12.0274 0.15
N -22.5132 -10.7904 11.0699 0.15
H -22.0803 -13.5235 12.5952 0.10
H -21.4722 -12.9960 11.1056 0.04
H -22.9755 -9.9033 11.0554 0.10
H -22.0579 -11.1517 10.2484 0.05
```

***

Record 3
# C5H6O2

A structure of composition C5H6O2 (the ωB97M-V functional and the def2-TZVPD basis, the Open Molecules 2025 dataset).

Properties
* LUMO level: 0.968 eV
* orbital gap: 0.370 Ha

```
13
Properties=species:S:1:pos:R:3:lowdin_charge:R:1
C -0.7619 1.0899 0.8164 0.03
O -0.4921 1.3025 -0.8568 -0.08
C -0.0704 0.0326 -1.3204 -0.23
C 1.1828 -0.5353 -0.7091 -0.17
O 1.4276 0.2116 0.4798 -0.02
C 0.0977 -0.0982 0.9461 -0.31
C -0.1537 -1.0244 -0.2347 -0.08
H -1.7954 0.8421 1.1811 0.13
H -0.3797 1.8989 1.4820 0.13
H -0.3695 -0.3282 -2.3193 0.16
H 2.0212 -1.0502 -1.1717 0.15
H 0.0220 -0.3995 1.9932 0.16
H -0.7285 -1.9416 -0.2867 0.14
```

***

Record 4
# C4H13N3

An isolated molecule of C4H13N3 (the ωB97M-V functional and the def2-TZVPD basis, the Open Molecules 2025 dataset).

Properties
* LUMO level: 1.038 eV
* orbital gap: 0.350 Ha
* SMILES: NCCCNCN

```
20
Properties=species:S:1:pos:R:3:lowdin_charge:R:1
C 0.5830 -0.4933 -0.1975 -0.24
C -0.5832 -1.2982 0.3552 -0.22
C -1.1266 -0.9057 1.7086 -0.34
N -0.2361 -0.9549 2.8245 0.00
N 0.1812 0.9274 -0.3141 -0.08
C 0.0154 1.4663 -1.6354 -0.35
N 1.0312 1.2610 -2.6209 0.01
H 1.4796 -0.6400 0.4315 0.11
H 1.0259 -0.7836 -1.1505 0.09
H -1.3859 -1.3489 -0.3967 0.11
H -0.2770 -2.3561 0.3778 0.11
H -1.7751 -0.0261 1.7705 0.11
H -1.9500 -1.6585 1.7873 0.11
H 0.3676 -1.7608 2.8083 0.07
H 0.2341 -0.0748 2.9489 0.06
H 0.5852 1.4056 0.4738 0.10
H -0.0250 2.5664 -1.4507 0.12
H -1.0341 1.2784 -1.9348 0.11
H 1.1307 0.3343 -2.9879 0.05
H 1.2323 2.0708 -3.1688 0.06
```

***

So what do the calculations give for relative energy (zero: lowest compared OMol25 entry of this formula, charge and spin)? Going down the list: 4.7; 19.8; 91.9; 35.0 kcal per mole.